[1]
The following is a quantum chemistry calculation of a structure of composition C20H50NO2P2Si4SnTe in a non-equilibrium geometry, from the OMol25 dataset.

Each line ends with the Mulliken charge.
CARTESIAN COORDINATES (ANGSTROEM)
Te 0.508 1.739 0.214  -0.323
Sn 0.000 0.064 -1.781  0.587
P -2.502 0.158 -2.348  0.690
P 2.543 -0.546 -2.115  0.726
Si 0.165 -1.946 2.782  0.356
Si -1.859 1.140 3.115  0.342
Si 0.175 0.347 2.276  0.316
Si 1.969 1.314 3.453  0.075
O -2.590 -4.344 -7.434  -0.584
O -0.609 -2.861 -2.035  -0.535
N 0.235 0.769 -3.786  0.215
C 2.580 1.036 -3.015  -1.578
C -0.850 1.094 -4.526  0.720
C 3.473 0.216 3.163  -0.712
C 1.466 1.282 -4.022  0.902
C -3.784 -1.111 -2.380  -1.168
C 3.037 -1.818 -3.300  -1.353
C -3.273 0.304 2.192  -0.730
C -2.012 0.775 4.959  -0.989
C 1.533 -2.811 1.826  -0.738
C 1.672 2.080 -5.129  -0.821
C 1.574 1.407 5.294  -1.079
C -3.083 1.646 -1.463  -1.027
C 0.592 2.323 -5.986  -0.544
C 3.741 -0.435 -0.742  -0.983
C 2.347 3.067 2.866  -1.139
C -1.484 -2.779 2.428  -0.874
C -0.673 1.810 -5.693  -0.805
C 0.495 -2.100 4.644  -0.982
C -2.230 0.634 -4.081  -1.407
C -1.917 3.002 2.822  -1.079
H -1.743 3.262 1.769  0.297
H -2.940 1.257 5.303  0.429
H 2.531 -2.487 2.149  0.313
H -1.171 3.531 3.432  0.267
H 1.451 -1.664 4.952  0.257
H 1.452 -2.635 0.744  -0.028
H -2.565 -4.096 -6.522  0.274
H -2.308 -3.561 -7.915  0.313
H 3.594 -1.304 -0.076  0.315
H 0.753 2.105 5.503  0.316
H -1.549 1.998 -6.300  0.553
H 2.226 -2.020 -4.019  0.335
H 3.397 -0.748 3.687  0.302
H -0.293 -1.646 5.256  0.252
H -3.001 -0.029 1.180  -0.204
H -1.793 -2.649 1.381  0.109
H -4.740 -0.617 -2.605  0.454
H 2.513 3.134 1.780  0.380
H -0.934 -3.266 -1.194  0.315
H 3.589 0.515 -0.206  0.253
H -3.833 -1.605 -1.399  0.377
H -3.536 -1.842 -3.164  0.427
H 0.527 -3.169 4.892  0.442
H 1.330 0.435 5.742  0.349
H 3.306 -2.728 -2.739  0.452
H -2.918 3.355 3.115  0.418
H 3.539 0.971 -3.547  0.690
H -2.957 1.433 -4.280  0.617
H 2.673 2.480 -5.270  0.562
H 3.659 0.015 2.099  -0.030
H 3.268 3.393 3.375  0.395
H -4.102 1.024 2.109  0.459
H -2.434 2.497 -1.697  0.367
H 0.254 -3.260 -2.332  0.283
H -3.640 -0.571 2.748  0.419
H 1.447 -3.896 1.998  0.448
H 2.624 1.854 -2.273  0.343
H -1.183 1.177 5.553  0.259
H -4.105 1.838 -1.803  0.534
H 2.478 1.794 5.790  0.435
H 4.724 -0.468 -1.235  0.507
H -1.381 -3.861 2.611  0.418
H 3.911 -1.400 -3.819  0.476
H 1.539 3.764 3.131  0.276
H -3.067 1.459 -0.383  0.055
H -2.536 -0.195 -4.646  0.568
H -2.096 -0.300 5.166  0.292
H 0.746 2.913 -6.865  0.498
H 4.347 0.754 3.563  0.416
H -2.292 -2.401 3.067  0.265

highest occupied orbital energy: -15.56 eV
LUMO: -10.421 eV
gap between HOMO and LUMO: 5.13 eV
net charge: +3
2S+1: 1
molar mass: 757.23 Da

---

[2]
The following is a quantum chemistry calculation of a cluster of 2 separate species, C2HBr3O2 in total in a non-equilibrium geometry, from the OMol25 dataset.

Each line ends with the natural charge from an NBO analysis.
CARTESIAN COORDINATES (ANGSTROEM)
Br -2.383 -1.229 0.704  -0.215
Br 0.971 -1.704 -0.451  -0.006
Br -0.743 2.454 -0.266  0.011
O 0.574 0.746 1.381  -0.434
O 1.443 0.565 -1.936  -0.414
C 0.421 0.969 0.239  0.416
C 0.982 0.177 -0.946  0.428
H -1.266 -1.977 1.274  0.215

highest occupied orbital energy: -10.79 eV
LUMO: -1.248 eV
gap between HOMO and LUMO: 9.54 eV
net charge: 0
2S+1: 1
molar mass: 296.74 Da